Entry from OMol25: one molecule with the formula C21H20FN3O4 at a distorted geometry (ωB97M-V/def2-TZVPD).

## Properties
* energy relative to the best compared isomer or geometry (same formula, charge and spin): 18.2 kcal/mol
* calculated total energy: -37479.341 eV
* charge: 0
* maximum force: 1.25 eV Å⁻¹
* LUMO energy: 0.024 Ha
* Kohn-Sham gap: 8.36 eV
* M: 397.4 g mol⁻¹
* SMILES string: O=C1C[C@@H](N2CCN(c3ccc(F)cc3)CC2)C(=O)N1c1ccc2c(c1)OCO2

Last column: natural (NBO) charge in e.
Geometry (Å):
O  3.23311  2.29266  -1.70316  -0.552
C  2.46897  2.29296  -0.77894  0.707
C  1.68974  3.46138  -0.21899  -0.514
C  0.63939  2.83298  0.70008  -0.126
N  -0.66326  2.84514  0.06143  -0.436
C  -1.82844  2.73952  0.91660  -0.214
C  -2.21947  1.29137  1.22697  -0.243
N  -2.44170  0.58136  -0.02070  -0.449
C  -3.31373  -0.49772  -0.04971  0.171
C  -4.59679  -0.36237  0.49597  -0.221
C  -5.51555  -1.38833  0.43070  -0.262
C  -5.16231  -2.56952  -0.19616  0.357
F  -6.06357  -3.57818  -0.26811  -0.331
C  -3.90946  -2.73793  -0.75072  -0.250
C  -2.99125  -1.70777  -0.67217  -0.260
C  -1.25135  0.57344  -0.84152  -0.238
C  -0.83645  2.02791  -1.12277  -0.228
C  1.21368  1.43783  0.97498  0.695
O  0.88557  0.67127  1.84237  -0.572
N  2.16903  1.18490  0.00687  -0.502
C  2.78402  -0.08337  -0.16729  0.117
C  2.84497  -0.63877  -1.43563  -0.199
C  3.43907  -1.88017  -1.64554  -0.253
C  3.94674  -2.52832  -0.54629  0.228
C  3.87617  -1.96601  0.73158  0.296
C  3.30364  -0.73918  0.95316  -0.263
O  4.45684  -2.81184  1.63241  -0.484
C  4.89500  -3.92999  0.88921  0.236
O  4.57010  -3.74203  -0.47234  -0.473
H  2.38247  4.09745  0.33399  0.249
H  1.24571  4.05918  -1.01332  0.254
H  0.53660  3.37152  1.64608  0.229
H  -1.64777  3.28624  1.84314  0.203
H  -2.65417  3.22129  0.38179  0.198
H  -3.12454  1.27818  1.83098  0.210
H  -1.41620  0.80812  1.80165  0.207
H  -4.88733  0.56681  0.96070  0.211
H  -6.50315  -1.27784  0.85005  0.228
H  -3.65440  -3.67082  -1.22851  0.226
H  -2.00821  -1.86458  -1.08636  0.217
H  -1.47726  0.09879  -1.79773  0.216
H  -0.42677  0.02214  -0.36207  0.181
H  0.07620  2.03907  -1.72054  0.200
H  -1.63414  2.49722  -1.70887  0.208
H  2.43940  -0.09767  -2.27470  0.231
H  3.49708  -2.31615  -2.62794  0.233
H  3.24790  -0.31122  1.93853  0.244
H  5.98592  -4.03934  0.99641  0.159
H  4.39996  -4.83967  1.26445  0.160

***

Entry from OMol25: C21H20IrN5O4S2 as an isolated structure at a distorted geometry (ωB97M-V/def2-TZVPD).

## Properties
* energy relative to the best compared isomer or geometry (same formula, charge and spin): 16.4 kcal/mol
* calculated total energy: -62246.061 eV
* charge: +1
* maximum force: 2.79 eV Å⁻¹
* LUMO energy (spin up / spin down): -0.153 / -0.172 Ha
* Kohn-Sham gap (spin up / spin down): 6.95 / 6.44 eV
* M: 662.8 g mol⁻¹
* multiplicity: 2

Last column: Mulliken spin population.
Geometry (Å):
Ir  -0.07508  0.17328  0.17912  -0.011
O  2.08531  -4.00922  -1.62041  0.000
C  1.57644  -2.93001  -1.04230  0.000
O  1.83025  -1.80638  -1.38630  0.000
C  0.67806  -3.25397  0.10785  0.000
C  0.50423  -4.56645  0.51848  0.001
C  -0.27558  -4.82790  1.63549  0.000
C  -0.85484  -3.77026  2.30380  0.000
C  -0.65898  -2.48828  1.80875  -0.001
N  0.08122  -2.22485  0.73745  0.000
C  -1.31624  -1.29636  2.48706  0.001
O  -1.78988  -1.42874  3.59444  0.000
O  -1.31365  -0.23134  1.77203  -0.004
H  2.66614  -3.75858  -2.35182  0.000
H  0.98374  -5.36247  -0.03102  0.000
H  -0.41102  -5.84218  1.98473  0.000
H  -1.46459  -3.89221  3.18741  0.000
C  -1.76133  1.89050  -4.52709  -0.001
S  -0.23748  0.90728  -4.62584  0.000
C  0.04475  0.63261  -2.90969  0.001
S  -1.03877  -0.43363  -2.06215  -0.001
N  1.11569  1.11944  -2.38460  0.001
N  1.30825  0.88504  -1.08344  0.001
C  2.53650  0.81203  -0.65786  0.002
C  2.74543  0.51900  0.71991  0.000
C  4.01005  0.37726  1.29986  -0.002
C  4.10727  0.11076  2.64840  0.000
C  2.94547  0.04670  3.41494  0.000
C  1.72277  0.15778  2.78074  0.001
N  1.62536  0.34647  1.46751  0.001
H  -2.14986  1.95495  -5.53993  0.000
H  -1.52692  2.88589  -4.15816  0.000
H  -2.48540  1.39600  -3.88460  0.001
H  3.34392  0.90725  -1.37090  0.000
H  4.88434  0.45753  0.66894  0.000
H  5.07203  -0.04795  3.11005  0.000
H  2.98830  -0.10189  4.48357  0.000
H  0.79841  0.10863  3.34342  0.000
C  -3.60114  0.36647  0.04156  0.030
C  -2.88768  1.62937  -0.20315  0.310
C  -3.49657  2.88004  -0.55747  0.110
C  -2.49146  3.79236  -0.67229  0.104
C  -1.27320  3.09310  -0.38100  0.330
C  0.08824  3.66181  -0.35901  0.036
N  -1.54138  1.79840  -0.12317  -0.028
H  -4.66534  0.47912  -0.14698  0.002
H  -3.44694  0.05787  1.07744  0.039
H  -3.19449  -0.43390  -0.57786  0.018
H  -4.55491  3.02409  -0.69700  0.002
H  -2.55917  4.83841  -0.92125  0.002
H  0.05128  4.74404  -0.25894  0.004
H  0.60787  3.42572  -1.29367  0.033
H  0.67059  3.22742  0.45493  0.014

***

Entry from OMol25: one molecule with the formula C21H20N2O3 at a distorted geometry (ωB97M-V/def2-TZVPD).

## Properties
* energy relative to the best compared isomer or geometry (same formula, charge and spin): 118.1 kcal/mol
* calculated total energy: -31221.467 eV
* charge: 0
* maximum force: 3.48 eV Å⁻¹
* LUMO energy: -0.028 Ha
* Kohn-Sham gap: 7.81 eV
* M: 348.4 g mol⁻¹
* SMILES string: O=[N+]([O-])c1ccc(Oc2c3c(nc4ccccc24)CCCCCC3)cc1

Last column: natural (NBO) charge in e.
Geometry (Å):
O  1.95563  4.93430  -4.93344  -0.381
N  2.52707  4.43301  -3.96321  0.509
O  3.69480  4.67527  -3.62089  -0.379
C  1.72777  3.58423  -3.16165  -0.019
C  0.39701  3.23880  -3.57217  -0.136
C  -0.32313  2.29566  -2.82681  -0.304
C  0.19094  1.66715  -1.71390  0.419
O  -0.59656  0.73164  -1.08948  -0.504
C  -0.00583  -0.20474  -0.27643  0.315
C  -0.33920  -0.19905  1.09802  -0.081
C  0.19177  -1.18966  1.94612  0.250
N  1.01700  -2.12348  1.41342  -0.421
C  1.32092  -2.15608  0.10855  0.127
C  2.13363  -3.19433  -0.33604  -0.173
C  2.51158  -3.31511  -1.69885  -0.209
C  1.96622  -2.37060  -2.57136  -0.206
C  1.09854  -1.33939  -2.14304  -0.198
C  0.79064  -1.22085  -0.79162  -0.094
C  -0.23493  -1.28174  3.42479  -0.445
C  -1.50958  -2.14575  3.65635  -0.381
C  -2.68499  -1.85157  2.78326  -0.407
C  -3.20427  -0.41155  2.79378  -0.403
C  -2.78861  0.41407  1.58598  -0.387
C  -1.34334  0.85266  1.61892  -0.428
C  1.50800  1.99456  -1.28271  -0.311
C  2.27039  2.95084  -2.00875  -0.135
H  -0.03666  3.73084  -4.43835  0.254
H  -1.32951  2.02571  -3.15493  0.236
H  2.51172  -3.89932  0.40028  0.229
H  3.20838  -4.07247  -2.06843  0.225
H  2.17917  -2.41191  -3.62524  0.214
H  0.67970  -0.64442  -2.86244  0.217
H  -0.38099  -0.28291  3.85624  0.209
H  0.60187  -1.68741  3.97943  0.235
H  -1.77327  -2.03936  4.71381  0.202
H  -1.26684  -3.19289  3.49837  0.213
H  -3.49805  -2.50751  3.07560  0.214
H  -2.42736  -2.11832  1.74339  0.198
H  -2.88897  0.06788  3.72856  0.193
H  -4.29122  -0.44179  2.82139  0.211
H  -3.41623  1.32502  1.55959  0.210
H  -2.98284  -0.14901  0.65826  0.203
H  -1.22064  1.76004  1.06426  0.223
H  -1.15534  1.12902  2.68724  0.209
H  1.91810  1.52922  -0.39641  0.239
H  3.29749  3.11126  -1.67947  0.250

***

Entry from OMol25: C21H20N5S12V as an isolated structure (ωB97M-V/def2-TZVPD).

## Properties
* energy relative to the best compared isomer or geometry (same formula, charge and spin): 0.0 kcal/mol
* calculated total energy: -185268.461 eV
* charge: -1
* maximum force: 0.84 eV Å⁻¹
* LUMO energy (spin up / spin down): 0.076 / 0.075 Ha
* Kohn-Sham gap (spin up / spin down): 6.49 / 7.00 eV
* M: 778.2 g mol⁻¹
* multiplicity: 4

Last column: Mulliken spin population.
Geometry (Å):
V  -0.20552  1.30571  0.22827  2.913
S  0.02389  0.27702  2.57432  -0.017
C  1.66404  0.57294  2.11351  0.026
C  2.79369  0.31031  2.90720  -0.013
C  4.04317  0.61173  2.42049  0.014
C  4.18117  1.16885  1.14709  -0.004
C  3.03552  1.40032  0.42032  0.036
N  1.81585  1.11306  0.88521  -0.050
H  2.65135  -0.11473  3.89065  0.000
H  4.92007  0.41941  3.02706  0.002
H  5.14973  1.41252  0.73422  0.000
H  3.06478  1.83142  -0.57336  0.004
N  -0.05313  3.32795  1.21829  0.002
N  0.92170  4.17123  0.63896  0.002
C  2.01167  4.53553  1.34797  -0.001
N  3.02161  5.02128  0.58467  0.000
S  2.11571  4.44239  3.00925  0.001
H  -0.95022  3.80910  1.21942  0.002
H  0.22298  3.19019  2.19695  0.009
H  1.05761  3.95002  -0.34534  -0.002
H  3.03191  4.86533  -0.41025  0.000
H  3.89033  5.20097  1.05369  0.000
C  -3.16060  1.84719  3.82594  -0.004
S  -4.72812  1.58941  2.96338  0.000
C  -4.28764  0.28764  1.87141  0.007
C  -3.47608  0.37477  0.79018  0.000
S  -2.66863  1.76095  0.13804  -0.002
S  -3.32266  -1.13863  -0.09076  0.002
C  -4.28988  -2.15255  0.91229  -0.001
S  -4.53947  -3.76296  0.61626  0.000
S  -4.96630  -1.28716  2.22947  0.001
H  -3.30738  2.69705  4.49221  0.000
H  -2.37984  2.07414  3.10474  0.007
H  -2.88363  0.97034  4.40693  0.000
C  -2.57697  -0.94375  -4.07933  0.000
S  -1.95000  0.70084  -3.67214  0.000
C  -0.21835  0.43861  -3.75343  -0.015
C  0.65971  1.20083  -3.07098  0.027
S  0.26506  2.51034  -1.99522  0.001
S  2.34166  0.83288  -3.38586  0.003
C  2.13003  -0.48737  -4.46812  0.000
S  3.35286  -1.38215  -5.12047  0.001
S  0.46381  -0.76512  -4.82247  0.000
H  -3.66149  -0.86239  -4.02034  0.000
H  -2.25095  -1.68662  -3.35171  0.000
H  -2.30780  -1.25804  -5.08663  0.000
N  -0.11231  -0.56580  -0.54423  -0.156
C  -0.04660  -1.70712  -0.65309  0.135
C  -0.02266  -3.13886  -0.67210  0.022
C  0.88846  -3.82903  -1.47124  0.023
C  0.86426  -5.21280  -1.47342  -0.007
C  -0.06070  -5.89507  -0.69273  0.014
C  -0.96279  -5.20175  0.10196  -0.007
C  -0.94715  -3.81812  0.12203  0.018
H  1.60397  -3.28376  -2.06951  0.002
H  1.56799  -5.75839  -2.08783  0.000
H  -0.08000  -6.97744  -0.70641  0.001
H  -1.68938  -5.73526  0.69946  0.000
H  -1.64836  -3.25736  0.72512  0.006